# 1
{"formula": "C39H32IN7O3Sc", "method": "the ωB97M-V functional and the def2-TZVPD basis", "charge": 1, "total_energy_ha": -3172.82915, "multiplicity": 1, "homo_energy_ev": -9.35, "e_lumo_ev": -2.95, "gap_ev": 6.400, "relative_energy_kcal_mol": 2.9, "elements": ["Sc", "N", "C", "N", "C", "N", "N", "C", "C", "C", "C", "C", "C", "N", "C", "C", "C", "C", "C", "C", "H", "H", "H", "H", "H", "H", "H", "H", "H", "H", "H", "O", "C", "C", "C", "C", "C", "C", "N", "H", "H", "H", "H", "H", "H", "H", "C", "C", "C", "C", "C", "C", "N", "C", "C", "C", "C", "C", "C", "H", "H", "H", "H", "H", "H", "H", "H", "H", "H", "I", "C", "C", "C", "C", "C", "C", "C", "O", "O", "H", "H", "H", "H"], "xyz": [[-0.275, 0.476, -0.776], [4.927, 0.513, 1.417], [4.199, 0.877, 0.348], [3.019, 1.396, 0.377], [2.431, 1.587, 1.612], [1.241, 2.062, 1.746], [0.527, 2.191, 0.576], [-0.039, 3.327, 0.428], [-0.823, 3.615, -0.775], [-1.740, 4.659, -0.787], [-2.448, 4.905, -1.952], [-2.201, 4.112, -3.062], [-1.274, 3.088, -2.953], [-0.588, 2.833, -1.841], [3.180, 1.283, 2.834], [2.652, 1.479, 4.113], [3.379, 1.115, 5.225], [4.645, 0.542, 5.079], [5.184, 0.337, 3.827], [4.444, 0.713, 2.707], [5.842, 0.111, 1.283], [4.674, 0.706, -0.613], [0.104, 4.107, 1.176], [-1.890, 5.255, 0.101], [-3.175, 5.702, -1.994], [-2.718, 4.274, -3.996], [-1.085, 2.436, -3.798], [1.660, 1.897, 4.202], [2.966, 1.261, 6.212], [5.211, 0.257, 5.955], [6.163, -0.108, 3.708], [0.552, 0.314, -2.830], [0.162, -0.766, -3.690], [-0.408, -1.896, -2.876], [-0.466, -3.177, -3.411], [-1.097, -4.170, -2.685], [-1.628, -3.861, -1.440], [-1.480, -2.574, -0.963], [-0.894, -1.607, -1.673], [0.873, 1.055, -3.353], [1.033, -1.114, -4.253], [-0.608, -0.402, -4.380], [-0.026, -3.384, -4.375], [-1.163, -5.174, -3.078], [-2.122, -4.608, -0.837], [-1.823, -2.297, 0.029], [0.340, -1.318, 4.508], [1.531, -1.696, 3.903], [1.704, -1.560, 2.538], [0.676, -1.059, 1.728], [-0.530, -0.710, 2.345], [-0.685, -0.822, 3.718], [0.848, -0.883, 0.347], [1.661, -1.816, -0.309], [2.521, -1.400, -1.331], [3.252, -2.316, -2.075], [3.162, -3.672, -1.806], [2.336, -4.098, -0.772], [1.600, -3.192, -0.033], [0.210, -1.419, 5.576], [2.344, -2.086, 4.502], [2.644, -1.847, 2.084], [-1.364, -0.348, 1.750], [-1.626, -0.535, 4.167], [2.621, -0.338, -1.523], [3.910, -1.961, -2.859], [3.737, -4.386, -2.379], [2.261, -5.152, -0.540], [0.960, -3.542, 0.766], [-9.138, 1.172, -0.902], [-7.061, 1.032, -0.988], [-6.308, 1.327, 0.141], [-4.928, 1.229, 0.083], [-4.307, 0.849, -1.102], [-5.070, 0.557, -2.227], [-6.450, 0.642, -2.173], [-2.831, 0.768, -1.183], [-2.233, 0.588, -2.256], [-2.148, 0.897, -0.089], [-6.794, 1.628, 1.057], [-4.326, 1.444, 0.953], [-4.572, 0.265, -3.142], [-7.046, 0.410, -3.043]]}

# 2
{"formula": "C16H30BFN4O2", "method": "the ωB97M-V functional and the def2-TZVPD basis", "total_energy_ha": -1121.59889, "multiplicity": 1, "homo_energy_ev": -9.50, "smiles": "CCCOB(CCO)[C@H](F)CC.CC#N.CC#N.CC#N.CC#N", "e_lumo_ev": 0.19, "gap_ev": 9.694, "elements": ["C", "C", "C", "O", "B", "C", "C", "O", "C", "F", "C", "C", "H", "H", "H", "H", "H", "H", "H", "H", "H", "H", "H", "H", "H", "H", "H", "H", "H", "H", "C", "C", "N", "H", "H", "H", "C", "C", "N", "H", "H", "H", "C", "C", "N", "H", "H", "H", "C", "C", "N", "H", "H", "H"], "xyz": [[-5.393, -2.888, 4.500], [-4.844, -2.006, 3.190], [-4.298, -0.587, 3.804], [-4.181, 0.512, 2.834], [-3.717, 0.053, 1.511], [-2.267, -0.723, 1.337], [-0.973, 0.296, 1.200], [0.211, -0.346, 1.861], [-4.770, 0.329, 0.236], [-6.089, -0.291, 0.507], [-4.143, -0.067, -1.226], [-4.164, -1.687, -1.561], [-5.252, -2.234, 5.462], [-4.814, -3.928, 4.593], [-6.564, -3.079, 4.406], [-3.987, -2.690, 2.717], [-5.785, -1.906, 2.481], [-5.108, -0.234, 4.607], [-3.306, -0.790, 4.427], [-2.214, -1.452, 0.420], [-2.068, -1.361, 2.319], [-1.123, 1.328, 1.739], [-0.639, 0.482, 0.087], [-0.004, -0.490, 2.839], [-4.931, 1.511, 0.223], [-3.073, 0.387, -1.424], [-4.857, 0.434, -2.041], [-3.087, -1.929, -2.009], [-4.248, -2.270, -0.550], [-4.972, -2.001, -2.353], [1.778, -3.403, 0.735], [0.562, -4.312, 0.817], [-0.447, -5.066, 0.885], [1.532, -2.416, 1.135], [2.601, -3.828, 1.316], [2.094, -3.298, -0.306], [2.597, 0.536, -2.005], [1.381, -0.373, -1.923], [0.372, -1.127, -1.855], [2.352, 1.523, -1.605], [3.420, 0.111, -1.424], [2.913, 0.642, -3.046], [6.425, 2.065, -3.242], [5.680, 2.063, -1.917], [5.062, 2.062, -0.818], [7.009, 1.146, -3.342], [5.714, 2.126, -4.070], [7.101, 2.923, -3.288], [8.712, 6.533, -3.502], [8.827, 5.125, -4.062], [8.924, 3.957, -4.527], [7.899, 7.068, -4.002], [8.503, 6.492, -2.429], [9.647, 7.077, -3.662]]}

# 3
{"formula": "C21H36ClN4O2V", "method": "the ωB97M-V functional and the def2-TZVPD basis", "total_energy_ha": -2595.39385, "multiplicity": 1, "homo_energy_ev": [-8.08, -8.08], "e_lumo_ev": [-1.20, -1.20], "gap_ev": [6.884, 6.885], "relative_energy_kcal_mol": 0.0, "elements": ["V", "N", "N", "N", "N", "H", "C", "H", "H", "H", "C", "H", "H", "C", "H", "H", "H", "H", "C", "H", "H", "C", "H", "C", "H", "H", "H", "C", "H", "H", "H", "H", "C", "H", "H", "C", "H", "C", "H", "H", "H", "H", "C", "C", "H", "H", "C", "H", "C", "H", "H", "Cl", "C", "C", "C", "C", "C", "C", "C", "O", "O", "H", "H", "H", "H"], "xyz": [[0.251, 0.062, -0.208], [0.629, 1.420, 0.997], [1.249, -1.305, 0.577], [-1.209, 0.891, -1.540], [-0.508, -1.186, -1.749], [2.283, 0.426, 1.854], [1.797, 1.409, 1.871], [1.444, 1.627, 2.895], [2.513, 2.185, 1.559], [0.358, 3.488, 0.763], [-0.167, 2.609, 1.176], [-0.315, 2.742, 2.261], [-1.144, 2.509, 0.688], [2.344, -1.905, -0.165], [2.095, -2.953, -0.399], [2.532, -1.355, -1.093], [3.256, -1.884, 0.456], [0.703, -3.065, 1.565], [0.999, -2.030, 1.811], [1.929, -2.072, 2.409], [0.204, -1.577, 2.419], [-1.837, 2.146, -1.956], [-1.110, 2.942, -1.710], [-3.110, 2.391, -1.159], [-2.967, 2.287, -0.082], [-3.471, 3.401, -1.374], [-3.886, 1.682, -1.466], [-2.147, 2.195, -3.443], [-2.520, 3.198, -3.666], [-1.260, 2.001, -4.051], [-2.932, 1.474, -3.699], [-0.466, -3.529, -4.212], [-0.749, -2.552, -3.811], [-1.843, -2.476, -3.814], [-0.321, -1.769, -4.445], [-0.215, -2.464, -2.392], [0.887, -2.566, -2.423], [-0.765, -3.585, -1.529], [-0.427, -3.523, -0.492], [-1.860, -3.546, -1.529], [-0.459, -4.547, -1.949], [-1.710, -0.266, -3.260], [-1.208, -0.202, -2.276], [1.741, 0.971, -1.422], [1.350, 1.995, -1.354], [2.532, 0.771, -0.684], [1.839, 0.376, -2.741], [2.404, -0.560, -2.830], [1.348, 0.993, -3.854], [0.964, 2.007, -3.805], [1.424, 0.520, -4.830], [-0.458, 1.547, 7.231], [-0.988, 0.820, 5.768], [-1.036, -0.580, 5.662], [-1.462, -1.164, 4.471], [-1.812, -0.362, 3.379], [-1.837, 1.024, 3.522], [-1.389, 1.631, 4.697], [-2.266, -0.964, 2.046], [-3.067, -1.909, 2.161], [-1.793, -0.458, 0.963], [-0.737, -1.200, 6.500], [-1.522, -2.245, 4.366], [-2.217, 1.627, 2.700], [-1.361, 2.706, 4.791]]}